Record 1
Below is a cluster of 2 separate species, C4H6OS in total at a distorted geometry, with properties calculated with wB97M-V/def2-TZVPD.

Bonds (Å) are listed after each position.
CARTESIAN COORDINATES (ANGSTROEM)
1 C 2.004 2.069 0.720  S6 1.543, H7 1.186
2 C -0.017 -0.029 -0.601  C3 1.467, C4 1.516, H8 1.101, H9 1.039
3 C -0.266 -1.133 0.332  C2 1.467, C4 1.546, H10 1.176, H11 1.062
4 C 0.051 0.275 0.883  C2 1.516, C3 1.546, O5 1.311, H12 1.076
5 O 1.060 0.537 1.677  C4 1.311
6 S 3.369 2.380 1.367  C1 1.543
7 H 1.393 2.208 -0.287  C1 1.186
8 H 0.780 -0.013 -1.361  C2 1.101
9 H -0.931 0.129 -1.068  C2 1.039
10 H -1.316 -1.653 0.443  C3 1.176
11 H 0.393 -1.965 0.301  C3 1.062
12 H -0.818 0.818 1.209  C4 1.076

The value obtained for the HOMO energy (alpha / beta) is -8.53 / -8.53 eV. As for the relative energy (zero: lowest compared OMol25 entry of this formula, charge and spin): 5.547 eV. As for the spin multiplicity: 1. As for the orbital gap (alpha / beta): 7.556 / 7.554 eV. The total charge is 0.


Record 2
Below is an isolated molecule of C3H4N2O2 at a distorted geometry, with properties calculated with wB97M-V/def2-TZVPD.

Bonds (Å) are listed after each position.
CARTESIAN COORDINATES (ANGSTROEM)
1 C -1.424 -0.267 -0.124  C3 1.664, N4 1.269, H8 1.100
2 C 1.020 -0.240 0.033  C3 1.512, N5 1.380, O6 1.201
3 C -0.135 0.700 0.296  C1 1.664, C2 1.512, O7 1.424, H9 1.038
4 N -0.948 -1.443 -0.094  C1 1.269, N5 1.376
5 N 0.426 -1.485 -0.030  C2 1.380, N4 1.376, H10 0.992
6 O 2.202 -0.041 -0.035  C2 1.201
7 O -0.056 1.962 -0.358  C3 1.424, H11 0.997
8 H -2.394 0.249 -0.164  C1 1.100
9 H -0.319 0.773 1.316  C3 1.038
10 H 0.787 -2.405 -0.116  N5 0.992
11 H 0.841 2.196 -0.724  O7 0.997

The value obtained for the HOMO energy is -9.76 eV. As for the relative energy (zero: lowest compared OMol25 entry of this formula, charge and spin): 3.173 eV. As for the spin multiplicity: 1. As for the orbital gap: 10.372 eV. As for the SMILES: O=C1NN=C[C@@H]1O. The total charge is 0.


Record 3
Below is the ion C7H12NO3 with charge -1, with properties calculated with wB97M-V/def2-TZVPD.

Bonds (Å) are listed after each position.
CARTESIAN COORDINATES (ANGSTROEM)
1 C -0.457 2.368 -0.727  C2 1.534, H12 1.093, H13 1.092, H14 1.095
2 C 0.377 1.320 -1.474  C1 1.534, N3 1.461, H15 1.095, H16 1.096
3 N 0.524 0.001 -0.861  C2 1.461, C4 1.475, C9 1.438
4 C 1.029 0.059 0.523  N3 1.475, C5 1.529, H17 1.096, H18 1.097
5 C 1.577 -1.281 1.018  C4 1.529, C6 1.566, H19 1.095, H20 1.092
6 C 0.511 -2.033 1.884  C5 1.566, O7 1.253, O8 1.243
7 O 0.012 -1.338 2.799  C6 1.253
8 O 0.281 -3.218 1.585  C6 1.243
9 C -0.641 -0.828 -1.014  N3 1.438, C10 1.519, O11 1.204
10 C -1.827 -0.630 -0.085  C9 1.519, H21 1.095, H22 1.091, H23 1.087
11 O -0.691 -1.647 -1.895  C9 1.204
12 H -1.529 2.169 -0.808  C1 1.093
13 H -0.195 2.417 0.332  C1 1.092
14 H -0.273 3.358 -1.158  C1 1.095
15 H 1.389 1.708 -1.632  C2 1.095
16 H -0.061 1.165 -2.467  C2 1.096
17 H 0.260 0.350 1.247  C4 1.096
18 H 1.793 0.847 0.532  C4 1.097
19 H 2.431 -1.076 1.672  C5 1.095
20 H 1.895 -1.898 0.176  C5 1.092
21 H -2.611 -0.121 -0.656  C10 1.095
22 H -2.200 -1.618 0.191  C10 1.091
23 H -1.593 -0.074 0.818  C10 1.087

The value obtained for the HOMO energy is -4.18 eV. As for the relative energy (zero: lowest compared OMol25 entry of this formula, charge and spin): 0.307 eV. As for the spin multiplicity: 1. As for the orbital gap: 7.564 eV. As for the SMILES: CCN(CCC(=O)[O-])C(C)=O. The total charge is -1.


Record 4
Below is a cluster of 9 separate species, C50H121N7O6 in total at a distorted geometry, with properties calculated with wB97M-V/def2-TZVPD.

Bonds (Å) are listed after each position.
CARTESIAN COORDINATES (ANGSTROEM)
1 C -2.154 7.984 3.373  C2 1.536, H8 1.086, H9 1.097, H10 1.058
2 C -1.443 6.634 3.549  C1 1.536, N3 1.519, H11 1.058, H12 1.067
3 N -1.054 6.328 4.984  C2 1.519, C4 1.505, C6 1.492
4 C -0.185 7.420 5.546  N3 1.505, C5 1.513, H13 1.100, H14 1.086
5 C 1.170 7.688 4.928  C4 1.513, H15 1.092, H16 1.107, H17 1.084
6 C -0.375 5.007 5.126  N3 1.492, C7 1.536, H18 1.088, H19 1.111
7 C -1.241 3.772 4.841  C6 1.536, H20 1.080, H21 1.114, H22 1.102
8 H -2.475 8.177 2.354  C1 1.086
9 H -1.550 8.877 3.578  C1 1.097
10 H -2.979 8.183 4.005  C1 1.058
11 H -2.038 5.825 3.215  C2 1.058
12 H -0.576 6.638 2.927  C2 1.067
13 H -0.739 8.368 5.622  C4 1.100
14 H -0.071 7.188 6.601  C4 1.086
15 H 1.755 6.773 5.043  C5 1.092
16 H 1.224 7.966 3.858  C5 1.107
17 H 1.627 8.538 5.420  C5 1.084
18 H 0.016 5.020 6.141  C6 1.088
19 H 0.464 4.905 4.405  C6 1.111
20 H -2.045 3.607 5.543  C7 1.080
21 H -0.646 2.836 4.941  C7 1.114
22 H -1.688 3.746 3.833  C7 1.102
23 C -1.943 -3.530 2.498  C24 1.553, H30 1.076, H31 1.104, H32 1.104
24 C -3.074 -3.182 1.492  C23 1.553, N25 1.452, H33 1.090, H34 1.087
25 N -4.365 -2.865 2.077  C24 1.452, C26 1.519, C28 1.481
26 C -4.377 -1.493 2.730  N25 1.519, C27 1.528, H35 1.089, H36 1.120
27 C -4.153 -0.374 1.714  C26 1.528, H37 1.090, H38 1.110, H39 1.074
28 C -4.952 -3.957 2.887  N25 1.481, C29 1.461, H40 1.084, H41 1.123
29 C -6.395 -3.918 3.118  C28 1.461, H42 1.082, H43 1.091, H44 1.086
30 H -1.801 -2.931 3.380  C23 1.076
31 H -0.945 -3.625 2.037  C23 1.104
32 H -2.166 -4.529 2.912  C23 1.104
33 H -2.770 -2.369 0.833  C24 1.090
34 H -3.203 -4.067 0.875  C24 1.087
35 H -5.381 -1.386 3.137  C26 1.089
36 H -3.604 -1.322 3.522  C26 1.120
37 H -3.114 -0.461 1.396  C27 1.090
38 H -4.765 -0.475 0.794  C27 1.110
39 H -4.326 0.577 2.180  C27 1.074
40 H -4.582 -3.948 3.906  C28 1.084
41 H -4.512 -4.947 2.591  C28 1.123
42 H -6.639 -4.802 3.690  C29 1.082
43 H -7.090 -3.864 2.280  C29 1.091
44 H -6.661 -3.101 3.782  C29 1.086
45 C -5.515 -4.218 -0.737  C46 1.503, H52 1.121, H53 1.120, H54 1.109
46 C -4.435 -5.058 -1.359  C45 1.503, N47 1.446, H55 1.098, H56 1.082
47 N -4.029 -4.642 -2.683  C46 1.446, C48 1.464, C50 1.512
48 C -5.027 -4.994 -3.695  N47 1.464, C49 1.533, H57 1.112, H58 1.087
49 C -5.086 -4.012 -4.871  C48 1.533, H59 1.099, H60 1.093, H61 1.111
50 C -2.647 -5.164 -3.007  N47 1.512, C51 1.526, H62 1.088, H63 1.080
51 C -1.499 -4.261 -2.562  C50 1.526, H64 1.113, H65 1.098, H66 1.138
52 H -6.439 -4.101 -1.359  C45 1.121
53 H -5.167 -3.193 -0.446  C45 1.120
54 H -5.957 -4.763 0.122  C45 1.109
55 H -3.499 -5.073 -0.784  C46 1.098
56 H -4.798 -6.078 -1.375  C46 1.082
57 H -4.972 -6.035 -4.083  C48 1.112
58 H -5.993 -4.928 -3.199  C48 1.087
59 H -5.157 -2.979 -4.504  C49 1.099
60 H -4.095 -4.074 -5.329  C49 1.093
61 H -5.889 -4.185 -5.620  C49 1.111
62 H -2.500 -5.220 -4.084  C50 1.088
63 H -2.601 -6.172 -2.622  C50 1.080
64 H -1.514 -3.898 -1.510  C51 1.113
65 H -1.485 -3.343 -3.164  C51 1.098
66 H -0.502 -4.807 -2.610  C51 1.138
67 C -2.417 4.975 -6.328  C68 1.509, H74 1.133, H75 1.075, H76 1.069
68 C -1.670 3.666 -6.267  C67 1.509, N69 1.484, H77 1.116, H78 1.111
69 N -1.566 3.315 -4.828  C68 1.484, C70 1.461, C72 1.452
70 C -0.543 2.303 -4.576  N69 1.461, C71 1.538, H79 1.097, H80 1.102
71 C -0.569 1.049 -5.465  C70 1.538, H81 1.071, H82 1.107, H83 1.086
72 C -2.839 2.973 -4.220  N69 1.452, C73 1.509, H84 1.103, H85 1.116
73 C -2.810 3.245 -2.735  C72 1.509, H86 1.135, H87 1.120, H88 1.064
74 H -2.872 5.232 -7.333  C67 1.133
75 H -1.677 5.718 -6.090  C67 1.075
76 H -3.196 5.086 -5.605  C67 1.069
77 H -2.093 2.818 -6.856  C68 1.116
78 H -0.656 3.750 -6.711  C68 1.111
79 H 0.439 2.775 -4.703  C70 1.097
80 H -0.597 1.906 -3.549  C70 1.102
81 H -0.569 1.249 -6.517  C71 1.071
82 H 0.255 0.338 -5.265  C71 1.107
83 H -1.462 0.443 -5.336  C71 1.086
84 H -3.057 1.905 -4.390  C72 1.103
85 H -3.650 3.528 -4.749  C72 1.116
86 H -2.440 4.307 -2.586  C73 1.135
87 H -2.056 2.624 -2.188  C73 1.120
88 H -3.737 2.965 -2.293  C73 1.064
89 C 4.657 -4.896 3.949  C90 1.573, H96 1.111, H97 1.130, H98 1.091
90 C 4.551 -3.342 4.162  C89 1.573, N91 1.508, H99 1.077, H100 1.136
91 N 3.311 -2.863 4.874  C90 1.508, C92 1.414, C94 1.465
92 C 2.091 -3.060 4.187  N91 1.414, C93 1.522, H101 1.114, H102 1.102
93 C 1.913 -2.143 2.985  C92 1.522, H103 1.106, H104 1.083, H105 1.117
94 C 3.259 -3.287 6.275  N91 1.465, C95 1.507, H106 1.098, H107 1.102
95 C 2.495 -2.263 7.074  C94 1.507, H108 1.080, H109 1.071, H110 1.048
96 H 5.734 -5.160 3.884  C89 1.111
97 H 4.064 -5.268 3.062  C89 1.130
98 H 4.340 -5.386 4.870  C89 1.091
99 H 5.479 -3.132 4.667  C90 1.077
100 H 4.591 -2.805 3.162  C90 1.136
101 H 1.851 -4.126 3.968  C92 1.114
102 H 1.303 -2.782 4.906  C92 1.102
103 H 2.297 -1.179 3.368  C93 1.106
104 H 2.437 -2.459 2.092  C93 1.083
105 H 0.812 -2.080 2.804  C93 1.117
106 H 4.315 -3.328 6.573  C94 1.098
107 H 2.805 -4.289 6.340  C94 1.102
108 H 1.486 -2.112 6.724  C95 1.080
109 H 2.993 -1.325 6.938  C95 1.071
110 H 2.387 -2.502 8.089  C95 1.048
111 C 1.323 -5.226 0.650  C112 1.540, H118 1.072, H119 1.128, H120 1.055
112 C 2.139 -4.393 -0.356  C111 1.540, N113 1.465, H121 1.084, H122 1.115
113 N 2.153 -4.953 -1.709  C112 1.465, C114 1.449, C116 1.500
114 C 2.815 -6.236 -1.830  N113 1.449, C115 1.520, H123 1.100, H124 1.123
115 C 4.323 -6.238 -1.636  C114 1.520, H125 1.078, H126 1.082, H127 1.093
116 C 2.357 -3.887 -2.745  N113 1.500, C117 1.537, H128 1.177, H129 1.152
117 C 2.228 -4.410 -4.184  C116 1.537, H130 1.058, H131 1.112, H132 1.070
118 H 1.073 -4.658 1.523  C111 1.072
119 H 1.915 -6.084 1.083  C111 1.128
120 H 0.417 -5.629 0.289  C111 1.055
121 H 1.617 -3.444 -0.419  C112 1.084
122 H 3.159 -4.284 0.080  C112 1.115
123 H 2.330 -6.878 -1.079  C114 1.100
124 H 2.535 -6.730 -2.799  C114 1.123
125 H 4.590 -5.759 -0.708  C115 1.078
126 H 4.857 -7.168 -1.773  C115 1.082
127 H 4.654 -5.547 -2.416  C115 1.093
128 H 3.418 -3.394 -2.616  C116 1.177
129 H 1.652 -3.029 -2.440  C116 1.152
130 H 3.022 -5.097 -4.321  C117 1.058
131 H 2.403 -3.540 -4.856  C117 1.112
132 H 1.266 -4.868 -4.283  C117 1.070
133 C 1.718 8.783 -2.236  C134 1.559, H140 1.094, H141 1.049, H142 1.066
134 C 1.675 7.466 -3.070  C133 1.559, N135 1.487, H143 1.120, H144 1.082
135 N 0.323 6.863 -2.929  C134 1.487, C136 1.472, C138 1.460
136 C -0.663 7.581 -3.753  N135 1.472, C137 1.473, H145 1.094, H146 1.086
137 C -2.054 7.276 -3.380  C136 1.473, H147 1.110, H148 1.092, H149 1.108
138 C 0.344 5.477 -3.386  N135 1.460, C139 1.582, H150 1.163, H151 1.089
139 C 0.847 4.553 -2.204  C138 1.582, H152 1.106, H153 1.082, H154 1.091
140 H 2.642 9.361 -2.334  C133 1.094
141 H 1.477 8.442 -1.274  C133 1.049
142 H 0.944 9.388 -2.649  C133 1.066
143 H 1.889 7.564 -4.165  C134 1.120
144 H 2.460 6.789 -2.759  C134 1.082
145 H -0.445 8.650 -3.669  C136 1.094
146 H -0.555 7.368 -4.812  C136 1.086
147 H -2.216 7.405 -2.290  C137 1.110
148 H -2.727 8.002 -3.842  C137 1.092
149 H -2.408 6.275 -3.696  C137 1.108
150 H 1.026 5.262 -4.303  C138 1.163
151 H -0.669 5.180 -3.650  C138 1.089
152 H 1.006 3.527 -2.585  C139 1.106
153 H 0.233 4.407 -1.326  C139 1.082
154 H 1.798 4.984 -1.889  C139 1.091
155 C 2.912 1.162 -0.137  C156 1.484, H162 1.092, H163 1.071, H164 1.080
156 C 2.338 -0.204 -0.071  C155 1.484, O157 1.468, H165 1.077, H166 1.070
157 O 1.367 -0.435 -1.148  C156 1.468, C158 1.316
158 C 0.096 -0.546 -0.826  O157 1.316, O159 1.184, O160 1.299
159 O -0.417 -0.761 0.219  C158 1.184
160 O -0.558 -0.358 -1.933  C158 1.299, C161 1.425
161 C -1.966 -0.555 -1.849  O160 1.425, H167 1.092, H168 1.126, H169 1.078
162 H 3.020 1.519 -1.163  C155 1.092
163 H 3.873 1.315 0.311  C155 1.071
164 H 2.338 1.929 0.361  C155 1.080
165 H 1.766 -0.295 0.837  C156 1.077
166 H 3.025 -1.016 -0.188  C156 1.070
167 H -2.354 0.038 -1.019  C161 1.092
168 H -2.110 -1.668 -1.746  C161 1.126
169 H -2.470 -0.206 -2.736  C161 1.078
170 C 5.015 0.397 3.610  C171 1.532, H177 1.063, H178 1.084, H179 1.076
171 C 6.278 -0.148 2.936  C170 1.532, O172 1.414, H180 1.064, H181 1.106
172 O 5.874 -0.373 1.599  C171 1.414, C173 1.386
173 C 6.635 -1.324 0.939  O172 1.386, O174 1.188, O175 1.312
174 O 7.654 -1.842 1.264  C173 1.188
175 O 6.007 -1.506 -0.198  C173 1.312, C176 1.502
176 C 6.446 -2.665 -1.046  O175 1.502, H182 1.086, H183 1.049, H184 1.080
177 H 4.193 -0.270 3.518  C170 1.063
178 H 4.728 1.354 3.192  C170 1.084
179 H 5.151 0.524 4.670  C170 1.076
180 H 6.595 -1.021 3.454  C171 1.064
181 H 7.148 0.533 2.980  C171 1.106
182 H 6.463 -2.399 -2.099  C176 1.086
183 H 5.850 -3.494 -0.805  C176 1.049
184 H 7.443 -2.931 -0.726  C176 1.080

The value obtained for the HOMO energy is -8.08 eV. As for the spin multiplicity: 1. As for the orbital gap: 8.543 eV. As for the SMILES: CCOC(=O)OC.CCOC(=O)OC.CCN(CC)CC.CCN(CC)CC.CCN(CC)CC.CCN(CC)CC.CCN(CC)CC.CCN(CC)CC.CCN(CC)CC. The total charge is 0.


Number 1: M 102.158 g/mol. Number 2: M 100.077 g/mol. Number 3: M 158.177 g/mol. Number 4: M 916.561 g/mol.